(w)
Entry from OMol25: a cluster of 2 separate species, C4H15N2O in total (ωB97M-V with the def2-TZVPD basis set).

Each line ends with the Löwdin charge.
CARTESIAN COORDINATES (ANGSTROEM)
C  -0.45  1.66  0.26  -0.1943
N  0.93  1.47  -0.15  -0.1370
C  1.90  1.12  0.90  -0.0776
C  -1.18  0.29  0.30  -0.1358
N  -0.50  -0.65  -0.57  -0.0489
C  -0.96  -0.75  -2.02  0.0260
H  -1.01  2.24  -0.48  0.1264
H  -0.63  2.16  1.20  0.1221
H  1.20  2.33  -0.60  0.1229
H  2.67  1.86  1.01  0.0870
H  2.22  0.08  0.74  0.0745
H  1.45  1.03  1.90  0.0914
H  -2.24  0.32  0.04  0.1359
H  -1.22  -0.15  1.31  0.1269
H  0.46  -0.26  -0.71  0.1298
H  -0.48  -1.64  -0.26  0.1238
H  -1.05  0.27  -2.38  0.1047
H  -1.83  -1.39  -2.11  0.1039
H  -0.18  -1.25  -2.59  0.1026
H  -0.31  -3.30  1.62  0.0875
H  1.03  -2.89  1.39  0.0632
O  0.16  -2.56  1.19  -0.0349

Summary:
Gap between HOMO and LUMO = 10.7671 eV
Lowest unoccupied orbital energy = -0.104 Eh
Multiplicity = 1
Net charge = +1



(x)
Entry from OMol25: a cluster of 2 separate species, C4H15N2O in total (ωB97M-V with the def2-TZVPD basis set).

Each line ends with the Löwdin charge.
CARTESIAN COORDINATES (ANGSTROEM)
C  0.75  -0.56  -2.43  -0.0470
C  0.27  -0.42  -0.90  -0.1981
C  -1.07  0.46  -0.82  -0.1684
C  -1.36  1.21  0.47  -0.1834
N  -0.40  0.85  1.71  -0.0020
N  1.36  0.66  -0.27  0.1624
H  -0.03  -0.97  -3.09  0.0953
H  1.65  -1.19  -2.62  0.0876
H  1.10  0.46  -2.72  0.0795
H  0.31  -1.36  -0.28  0.1457
H  -1.81  -0.28  -1.11  0.1146
H  -1.00  1.31  -1.60  0.1453
H  -1.16  2.27  0.28  0.1065
H  -2.39  1.08  0.81  0.1106
H  -0.69  1.54  2.40  0.0886
H  1.05  0.95  0.71  0.1030
H  -0.68  -0.11  1.87  0.0416
H  1.43  1.46  -0.90  0.1404
H  2.24  0.16  -0.26  0.1432
H  0.56  -2.72  2.28  0.0494
H  -0.17  -2.68  3.61  0.0625
O  0.04  -2.11  2.84  -0.0772

Summary:
Gap between HOMO and LUMO = 11.1967 eV
Lowest unoccupied orbital energy = -0.107 Eh
Multiplicity = 1
Net charge = +1



Most stable pick: (w). Distance to second place: 8.4 kcal/mol.